62
Properties=species:S:1:pos:R:3:forces:R:3 method="wB97M-V/def2-TZVPD" lumo_energy_ev=-4.20 e_tot_ha=-1984.57101 gap_ha=0.282 total_charge=+1 spin_multiplicity=1
C 2.484 0.724 -0.947 -0.653 -0.475 -0.233
C 2.299 0.053 -2.367 -0.450 1.557 -2.774
O 1.803 0.762 -3.287 1.021 -1.793 2.694
N 2.686 -1.293 -2.726 -1.492 0.501 1.703
C 1.980 -1.796 -3.929 0.029 0.580 -1.465
C 2.640 -2.233 -1.575 0.080 -0.782 0.065
C 1.221 -2.323 -0.841 -0.102 -0.186 0.805
C 0.529 -3.758 -0.857 -0.679 0.382 0.702
C -0.266 -4.108 -2.197 1.342 -1.337 -0.487
N -1.756 -4.103 -2.042 -1.434 1.705 -0.336
C -2.526 -3.071 -2.331 -0.585 1.342 -0.684
N -3.995 -3.125 -2.206 2.091 -0.525 -0.848
N -1.938 -1.833 -2.824 -0.120 -1.422 0.986
C -1.971 -0.711 -1.837 0.641 0.318 0.425
C -3.125 0.365 -2.057 1.036 0.463 1.297
O -2.798 1.490 -1.194 0.608 -1.146 -1.355
C -3.221 0.950 -3.530 -1.831 0.648 -0.106
F -3.997 0.091 -4.349 1.903 1.283 1.149
F -1.975 1.180 -4.113 -2.682 -0.493 1.095
F -3.968 2.143 -3.451 2.031 -2.451 -0.620
H 3.289 0.268 -0.297 -0.893 0.635 -0.833
H 2.614 1.849 -1.103 0.082 -1.756 0.078
H 1.478 0.615 -0.410 1.521 -0.025 -0.719
H 0.844 -1.654 -3.878 1.408 -0.109 0.048
H 2.347 -1.185 -4.827 -0.686 -0.914 1.308
H 2.211 -2.884 -4.154 -0.051 1.305 0.630
H 3.464 -1.943 -0.853 -1.122 -0.408 -0.771
H 2.885 -3.278 -1.968 -0.118 1.436 0.479
H 1.366 -2.038 0.262 -0.250 -0.396 -1.578
H 0.471 -1.580 -1.255 1.062 -0.771 0.332
H 1.264 -4.592 -0.591 -0.959 1.182 -0.568
H -0.251 -3.752 -0.012 1.120 -0.107 -1.121
H -0.004 -3.462 -3.088 -0.386 -0.584 1.305
H 0.010 -5.184 -2.478 -0.619 1.504 0.301
H -2.261 -4.941 -1.707 0.501 0.604 -0.075
H -4.330 -3.283 -3.178 -0.052 -0.164 0.830
H -4.355 -2.198 -1.939 0.448 -0.474 -0.194
H -2.281 -1.572 -3.755 -0.097 -0.262 0.509
H -0.955 -0.177 -1.865 -1.474 -0.611 -0.142
H -2.026 -1.177 -0.790 -0.160 0.970 -1.340
H -4.101 -0.043 -1.644 0.930 0.764 -1.089
H -1.892 1.757 -1.483 -0.838 -0.002 0.480
C -0.182 3.503 2.576 -0.308 0.764 0.621
C 0.730 3.245 1.419 0.756 0.191 0.140
O 0.607 1.848 1.221 -0.760 0.279 0.065
C -0.650 1.530 1.640 -0.874 -0.820 0.278
O -1.202 0.502 1.377 0.466 0.456 0.048
O -1.199 2.524 2.385 0.376 -0.610 -0.604
F 2.015 3.524 1.738 0.047 -0.003 -0.192
H 0.303 3.337 3.541 0.146 -0.029 -0.177
H -0.599 4.510 2.561 -0.167 -0.197 -0.020
H 0.454 3.773 0.501 0.193 -0.014 0.009
C 2.031 2.658 7.686 0.499 -0.411 0.714
C 2.089 3.170 6.281 -0.052 -0.323 -0.458
O 0.824 3.777 6.108 0.470 0.093 0.347
C 0.449 4.200 7.351 -1.230 0.927 0.746
O -0.424 4.983 7.555 0.570 -0.599 -0.230
O 1.202 3.620 8.326 -0.159 0.198 -0.630
F 2.203 2.149 5.393 0.060 0.036 -0.229
H 1.565 1.672 7.757 0.018 0.055 -0.249
H 3.015 2.615 8.155 -0.160 0.155 0.089
H 2.877 3.906 6.101 -0.010 -0.136 -0.153